No. 1
2 unconnected molecules or ions with the total composition C2HF3NP. Source: the OMol25 dataset; level of theory: wB97M-V/def2-TZVPD.

2S+1: 1
Net charge: 0
Largest force on an atom in eV/A: 4.40
Energy relative to the best compared isomer or geometry (same formula, charge and spin) in kcal/mol: 82.9
Orbital gap (spin up / spin down) in eV: 7.76 / 6.94
Calculated total energy in eV: -21016.975
HOMO (spin up / spin down) in eV: -10.4 / -9.9

Last column: natural (NBO) charge in e.
Cartesian coordinates (Å):
C -1.20 0.61 1.53  -0.0066
C 1.01 -0.13 0.05  0.6269
N -2.19 1.01 1.91  -0.5284
F 1.80 0.92 0.14  -0.2776
F 1.49 -1.10 0.80  -0.2687
F -0.86 -1.46 -1.13  -0.5310
P 0.36 -0.52 -1.60  1.0009
H -0.41 0.66 -1.69  -0.0156

No. 2
C4H7N3 in the gas phase. Source: the OMol25 dataset; level of theory: wB97M-V/def2-TZVPD.

2S+1: 1
Net charge: 0
Largest force on an atom in eV/A: 1.92
Energy relative to the best compared isomer or geometry (same formula, charge and spin) in kcal/mol: 82.1
Orbital gap in eV: 8.67
SMILES: C=C1CN(C)N=N1
Calculated total energy in eV: -8728.118
HOMO in eV: -8.3

Last column: natural (NBO) charge in e.
Cartesian coordinates (Å):
C 1.53 1.92 0.57  -0.4439
C 0.73 1.15 -0.21  0.1294
C 0.59 -0.25 0.22  -0.3216
N -0.76 -0.49 -0.22  -0.2465
C -1.51 -1.72 -0.22  -0.4066
N -1.12 0.49 -1.08  0.0507
N -0.27 1.43 -1.16  -0.2499
H 1.49 1.72 1.64  0.2022
H 2.09 2.79 0.27  0.2107
H 1.30 -0.95 -0.25  0.2068
H 1.05 -0.11 1.24  0.2395
H -2.42 -1.57 -0.81  0.2329
H -1.79 -1.98 0.80  0.2035
H -0.94 -2.55 -0.66  0.1928

No. 3
C11H17N5O4 in the gas phase. Source: the OMol25 dataset; level of theory: wB97M-V/def2-TZVPD.

2S+1: 1
Net charge: 0
Largest force on an atom in eV/A: 1.58
Energy relative to the best compared isomer or geometry (same formula, charge and spin) in kcal/mol: 5.3
Orbital gap in eV: 9.33
SMILES: NC(=O)CC[C@H](NC(=O)[C@@H](N)Cc1c[nH]cn1)C(=O)O
Calculated total energy in eV: -27325.545
HOMO in eV: -8.8

Last column: natural (NBO) charge in e.
Cartesian coordinates (Å):
N 1.10 -2.26 2.93  -0.8324
C 0.30 -1.66 3.86  0.6765
O -0.31 -2.31 4.71  -0.6073
C 0.27 -0.14 3.87  -0.5103
C 0.54 0.59 2.55  -0.4011
C -0.44 0.28 1.41  -0.1602
N -0.03 0.98 0.22  -0.6211
C -0.73 0.79 -0.93  0.6882
O -1.58 -0.07 -1.07  -0.6435
C -0.38 1.77 -2.06  -0.1298
N 0.85 2.51 -1.76  -0.8581
C -0.38 1.03 -3.41  -0.4378
C 0.67 -0.02 -3.49  0.0719
C 0.52 -1.38 -3.44  -0.0889
N 1.81 -1.88 -3.51  -0.5216
C 2.66 -0.82 -3.58  0.1730
N 2.01 0.31 -3.57  -0.4900
C -1.87 0.69 1.82  0.7930
O -2.33 1.79 1.67  -0.5928
O -2.50 -0.32 2.44  -0.6715
H 1.49 -1.80 2.15  0.3882
H 1.08 -3.29 2.87  0.4065
H 1.01 0.19 4.62  0.2440
H -0.72 0.15 4.29  0.2464
H 0.50 1.69 2.73  0.2274
H 1.55 0.39 2.16  0.2102
H -0.45 -0.81 1.20  0.2303
H 0.53 1.81 0.27  0.4318
H -1.21 2.50 -2.09  0.2207
H 0.83 3.39 -2.23  0.3637
H 1.65 2.02 -2.17  0.3905
H -1.38 0.56 -3.55  0.2432
H -0.28 1.78 -4.21  0.2210
H -0.36 -2.02 -3.36  0.2329
H 2.08 -2.84 -3.51  0.4149
H 3.70 -0.92 -3.64  0.1937
H -3.38 0.04 2.68  0.4985

No. 4
A gas-phase ion, C4H9N4 (charge +1). Source: the OMol25 dataset; level of theory: wB97M-V/def2-TZVPD.

2S+1: 1
Net charge: +1
Largest force on an atom in eV/A: 4.06
Energy relative to the best compared isomer or geometry (same formula, charge and spin) in kcal/mol: 71.1
Orbital gap in eV: 9.54
SMILES: CC1=NN=C[C@@]1(N)[NH3+]
Calculated total energy in eV: -10244.916
HOMO in eV: -14.1

Last column: natural (NBO) charge in e.
Cartesian coordinates (Å):
C 0.20 -2.14 -0.21  -0.7150
C -0.57 -0.92 -0.04  0.2656
N -1.90 -0.89 0.08  -0.2127
N -2.36 0.41 0.21  -0.1489
C -1.41 1.28 0.00  0.0031
C -0.01 0.58 -0.06  0.1451
N 0.74 0.75 -1.21  -0.8330
N 0.80 1.06 1.16  -0.7217
H 0.94 -2.28 0.54  0.2475
H 0.91 -2.19 -1.05  0.2473
H -0.43 -3.01 -0.43  0.2922
H -1.55 2.30 0.04  0.2156
H 0.37 1.45 -1.90  0.4321
H 1.19 -0.09 -1.52  0.4068
H 1.80 0.73 1.04  0.4599
H 0.44 0.81 2.10  0.4552
H 0.82 2.16 1.26  0.4609

No. 5
2 unconnected molecules or ions with the total composition C6H9N. Source: the OMol25 dataset; level of theory: wB97M-V/def2-TZVPD.

2S+1: 1
Net charge: 0
Largest force on an atom in eV/A: 0.32
Energy relative to the best compared isomer or geometry (same formula, charge and spin) in kcal/mol: 93.0
Orbital gap in eV: 9.33
Calculated total energy in eV: -7854.127
HOMO in eV: -8.4

Last column: natural (NBO) charge in e.
Cartesian coordinates (Å):
C -2.03 -0.38 0.30  -0.5187
C -1.30 0.22 -0.74  0.1173
C -0.79 1.54 -0.50  -0.2288
C 0.47 1.33 -0.01  -0.2366
C 0.71 -0.09 -0.02  0.0491
C 2.06 -0.71 0.16  -0.6421
N -0.18 -0.58 -1.03  -0.5645
H -0.55 -0.40 0.97  0.1293
H -2.77 0.21 0.84  0.2140
H -2.23 -1.45 0.28  0.2035
H -1.39 2.44 -0.41  0.2228
H 1.13 2.06 0.44  0.2242
H 2.70 -0.54 -0.71  0.2228
H 2.55 -0.28 1.04  0.2262
H 1.98 -1.79 0.32  0.2144
H -0.37 -1.57 -0.93  0.3670

Question: What is the calculated total energy in the fourth record?
Answer: -10244.916 eV

Question: Look up the 2S+1 of the second one.
Answer: 1